The following is a quantum chemistry calculation of 2 unconnected molecules or ions with the total composition C14H27Br2O3 at a distorted geometry, from the Open Molecules 2025 dataset.

Properties
Charge = -1
HOMO-LUMO gap = 5.423 eV
Highest occupied orbital energy = -2.64 eV
LUMO energy = 2.78 eV

CARTESIAN COORDINATES (ANGSTROEM)
C: -2.33673 -1.96086 1.95781
C: -1.55745 -2.62960 3.23583
C: 0.02036 -2.12863 3.39739
O: 0.34175 -1.39617 2.16369
C: 1.55317 -0.57692 2.28941
C: 1.24957 1.06590 2.34337
C: -0.13184 1.35661 3.24066
C: 0.33202 1.21723 4.81306
O: 1.65052 1.01147 5.08711
Br: -0.86911 1.37316 6.41473
C: 1.03980 1.65158 0.79029
Br: -0.52241 0.86395 -0.17026
C: 0.82197 3.29370 0.80015
C: -0.73901 3.76641 0.63726
H: -3.47064 -2.33186 1.99643
H: -2.38674 -0.78672 1.96599
H: -1.93404 -2.32141 0.89907
H: -2.19636 -2.43945 4.22317
H: -1.52126 -3.80353 3.02541
H: 0.21362 -1.54253 4.39140
H: 0.66960 -3.10767 3.44007
H: 2.33500 -0.85427 1.43253
H: 2.10730 -0.87641 3.30338
H: -1.03345 0.68164 2.92947
H: -0.50871 2.48243 3.11439
H: 2.07159 1.47871 0.21531
H: 1.33445 3.82059 1.73563
H: 1.41957 3.69989 -0.15023
H: -1.02029 3.75494 -0.50394
H: -0.79992 4.91165 0.96900
H: -1.50704 3.20010 1.31476
C: -0.16495 -1.29427 -6.51082
C: 0.25891 -0.03948 -5.76799
O: -0.37534 0.10848 -4.50038
C: -0.12278 -0.91260 -3.53904
C: 1.34140 -1.02955 -3.15518
H: -1.25609 -1.35696 -6.57323
H: 0.24921 -1.29705 -7.52382
H: 0.18640 -2.19694 -6.00303
H: -0.02853 0.83378 -6.36268
H: 1.34774 0.00593 -5.65641
H: -0.51926 -1.87091 -3.88821
H: -0.69726 -0.64526 -2.64630
H: 1.94722 -1.38930 -3.99263
H: 1.46487 -1.73377 -2.32695
H: 1.74318 -0.05604 -2.85570

The following is a quantum chemistry calculation of a molecular structure, C34H27BrN9O5S2Ti at a distorted geometry, from the Open Molecules 2025 dataset.

Properties
Charge = -2
Spin multiplicity = 4
HOMO-LUMO gap (alpha / beta) = 3.504 / 6.339 eV
Highest occupied orbital energy (alpha / beta) = 0.50 / -2.34 eV
LUMO energy (alpha / beta) = 4.00 / 4.00 eV

CARTESIAN COORDINATES (ANGSTROEM)
Ti: -1.18610 -0.07303 0.69974
N: -4.39388 -1.43136 0.47083
C: -4.14956 -0.63781 -0.62040
N: -5.12922 -0.56362 -1.53383
C: -4.82909 0.25597 -2.55496
N: -5.81175 0.35591 -3.53260
N: -3.75803 0.99183 -2.71219
C: -2.82045 0.85590 -1.72770
N: -2.97620 -0.03407 -0.69399
C: -1.66894 1.66748 -1.73364
C: -1.56524 2.76408 -2.63163
C: -0.47675 3.58149 -2.57303
C: 0.52734 3.33651 -1.61392
C: 0.36090 2.27001 -0.76282
N: -0.68525 1.43222 -0.79725
H: -5.37670 -1.61220 0.60370
H: -3.87062 -1.16689 1.29819
H: -6.38291 -0.47221 -3.59252
H: -5.45051 0.68995 -4.41238
H: -2.36558 2.91693 -3.33873
H: -0.38993 4.41682 -3.25847
H: 1.41812 3.94167 -1.54142
H: 1.09906 2.03731 -0.00145
C: 1.29957 -2.28088 3.35587
O: 1.19046 -2.16680 1.95626
C: 2.37305 -2.11478 1.25319
C: 3.50678 -2.85264 1.66503
C: 4.65216 -2.72916 0.88853
Br: 6.22072 -3.69265 1.43500
C: 4.72736 -1.95439 -0.24264
C: 3.56913 -1.22975 -0.67250
C: 2.40083 -1.31898 0.13827
O: 1.30247 -0.61406 -0.20927
C: 3.52293 -0.44987 -1.82905
N: 2.43055 0.22110 -2.25906
C: 2.79762 0.84699 -3.40895
C: 2.06435 1.67063 -4.26071
C: 2.69228 2.18618 -5.39303
C: 4.02151 1.89938 -5.68943
C: 4.77503 1.07440 -4.84367
C: 4.15242 0.56725 -3.72445
N: 4.59240 -0.24845 -2.70577
H: 1.47503 -3.32094 3.66106
H: 0.35334 -1.92685 3.76409
H: 2.10013 -1.64310 3.74250
H: 3.48325 -3.47821 2.54418
H: 5.65783 -1.89513 -0.78791
H: 1.47615 -0.14428 -1.06080
H: 1.03187 1.89987 -4.03168
H: 2.12883 2.82775 -6.06061
H: 4.47839 2.31653 -6.57787
H: 5.81235 0.84714 -5.06521
H: 5.49229 -0.68531 -2.64268
O: -1.84978 -1.46394 1.91625
N: -1.87238 -2.79973 1.78895
C: -2.31299 -3.48448 2.87558
C: -2.38030 -4.84419 2.88195
C: -1.97109 -5.51173 1.70335
C: -1.54667 -4.80501 0.61633
C: -1.49559 -3.36996 0.60876
S: -1.02458 -2.42903 -0.67039
H: -2.57868 -2.84760 3.70664
H: -2.72528 -5.36148 3.76326
H: -1.99137 -6.59439 1.66481
H: -1.22514 -5.29222 -0.29292
O: -3.77328 1.79788 3.17083
C: -2.63852 1.77633 2.70473
O: -2.32373 1.19275 1.60153
C: -1.51479 2.52236 3.38840
C: -1.89899 3.59297 4.19425
C: -0.97363 4.37055 4.86609
C: 0.37432 4.05114 4.73188
C: 0.76405 2.98597 3.94741
C: -0.15759 2.18405 3.24983
S: 0.52490 0.82601 2.35726
H: -2.95994 3.78677 4.27598
H: -1.29216 5.20443 5.47905
H: 1.12952 4.63870 5.24224
H: 1.81388 2.73995 3.84972